Entry 1:
55
Properties=species:S:1:pos:R:3 method="wB97M-V/def2-TZVPD" total_energy_ev=-72537.1536 e_above_lowest_ev=1.053 e_lumo_ev="-3.1 / -2.9" total_charge=+1 multiplicity=3 gap_ev="5.476 / 8.556" s_squared=2.01
Ti 0.141 0.217 -0.238
P 2.239 -1.064 0.236
C 2.274 -1.096 -1.619
C 1.036 -1.737 -2.206
N -0.137 -1.261 -1.714
C -1.314 -1.578 -2.311
C -1.345 -2.526 -3.324
C -0.155 -3.073 -3.810
C 1.054 -2.659 -3.245
C -2.560 -0.854 -1.831
P -2.179 0.767 -1.028
H 2.019 -3.014 -3.599
H -2.315 -2.804 -3.738
H -0.164 -3.789 -4.627
H -3.241 -0.655 -2.674
H -3.107 -1.463 -1.087
H 2.243 0.049 -1.843
H 3.209 -1.579 -1.940
H -0.660 6.707 -0.357
O 1.163 1.477 -1.078
H 1.067 2.116 -1.810
H 1.144 1.538 0.849
O -1.069 5.844 -0.404
H -0.384 5.273 -0.020
C -2.566 2.027 -2.269
H -3.640 2.002 -2.501
H -2.303 3.014 -1.860
H -1.980 1.846 -3.179
C -3.451 0.998 0.239
H -3.127 1.817 0.899
H -4.407 1.267 -0.230
H -3.561 0.085 0.839
C 2.447 -2.753 0.811
H 3.502 -3.045 0.735
H 2.130 -2.791 1.864
H 1.816 -3.433 0.227
C 3.777 -0.214 0.661
H 3.706 0.147 1.696
H 4.615 -0.921 0.586
H 3.945 0.644 -0.003
O 0.402 3.443 3.838
C 0.108 2.269 4.456
C 0.097 2.255 5.848
C -0.224 1.086 6.535
C -0.586 -0.070 5.836
C -0.623 -0.082 4.448
C -0.234 1.078 3.739
C -0.031 1.001 2.359
O -0.544 0.117 1.595
O 0.879 1.829 1.784
H 0.565 3.249 2.896
H 0.368 3.166 6.382
H -0.170 1.079 7.622
H -0.842 -0.980 6.377
H -0.937 -0.954 3.867



Entry 2:
49
Properties=species:S:1:pos:R:3 method="wB97M-V/def2-TZVPD" total_energy_ev=-43566.1542 e_above_lowest_ev=2.184 e_lumo_ev=0.4 total_charge=0 smiles="Cc1ccc(CN(c2ccc(C(=O)Nc3cccnc3)cc2)S(C)(=O)=O)cc1" multiplicity=1 gap_ev=9.069
C -0.650 5.822 -2.386
C 0.226 4.743 -1.830
C -0.016 3.405 -2.101
C 0.808 2.412 -1.595
C 1.900 2.735 -0.804
C 2.145 4.077 -0.530
C 1.321 5.063 -1.033
H 1.528 6.100 -0.809
H 2.993 4.345 0.083
C 2.840 1.702 -0.228
N 2.687 0.364 -0.751
C 1.660 -0.465 -0.324
C 0.677 -0.005 0.560
C -0.342 -0.835 0.983
C -0.429 -2.148 0.530
C 0.538 -2.600 -0.365
C 1.570 -1.785 -0.778
H 2.329 -2.178 -1.431
H 0.468 -3.613 -0.729
C -1.525 -3.080 0.908
O -1.939 -3.933 0.153
N -1.993 -2.887 2.183
C -3.010 -3.567 2.847
C -3.256 -3.255 4.184
C -4.269 -3.914 4.855
C -5.006 -4.864 4.163
N -4.780 -5.164 2.897
C -3.815 -4.543 2.250
H -3.668 -4.826 1.220
H -5.810 -5.407 4.640
H -4.480 -3.694 5.890
H -2.656 -2.506 4.685
H -1.507 -2.200 2.744
H -1.097 -0.424 1.639
H 0.687 1.015 0.908
S 3.678 -0.027 -2.061
O 4.607 1.049 -2.211
O 4.214 -1.343 -1.903
C 2.556 -0.016 -3.481
H 1.701 -0.642 -3.263
H 2.267 1.012 -3.656
H 3.110 -0.408 -4.325
H 3.864 1.997 -0.470
H 2.754 1.675 0.864
H 0.580 1.380 -1.815
H -0.861 3.127 -2.714
H -0.122 6.367 -3.169
H -1.560 5.406 -2.811
H -0.919 6.536 -1.609



Entry 3:
10
Properties=species:S:1:pos:R:3 method="wB97M-V/def2-TZVPD" total_energy_ev=-22283.9668 e_above_lowest_ev=3.401 e_lumo_ev=-1.0 total_charge=0 smiles="O=Cc1oncc1Cl" multiplicity=1 gap_ev=9.193
C 0.015 0.507 -0.785
C 1.466 0.523 -0.891
C -0.279 -0.225 0.279
C -1.372 -0.612 1.184
H 1.988 1.175 -1.714
H -2.416 0.010 0.965
N 1.931 -0.230 0.110
O 0.870 -0.600 0.854
O -1.258 -1.728 1.913
Cl -0.945 1.179 -1.915



Entry 4:
24
Properties=species:S:1:pos:R:3 method="wB97M-V/def2-TZVPD" total_energy_ev=-13523.4337 e_above_lowest_ev=2.191 e_lumo_ev=0.5 total_charge=0 smiles="CNC(C)=O.CNC(C)=O" multiplicity=1 gap_ev=9.728
C 1.078 2.624 -1.061
C -1.556 0.028 -1.985
C 0.504 1.189 -1.302
O 1.229 0.281 -1.540
N -0.850 1.156 -1.434
H 2.072 2.673 -0.469
H -1.261 2.067 -1.719
H -2.451 0.333 -2.579
H 1.461 2.936 -2.191
H 0.216 3.182 -0.725
H -0.976 -0.625 -2.639
H -1.947 -0.535 -1.181
C 1.585 -2.509 1.208
C -1.020 0.079 1.922
C -0.541 -1.361 2.103
O -0.771 -2.065 3.016
N 0.257 -1.821 1.027
H 0.385 -1.071 0.329
H 2.351 -1.653 1.302
H -1.414 0.533 2.931
H 1.630 -3.157 2.037
H 1.950 -3.081 0.195
H -0.178 0.733 1.635
H -1.753 0.066 1.123



Entry 5:
20
Properties=species:S:1:pos:R:3 method="wB97M-V/def2-TZVPD" total_energy_ev=-12890.6893 e_above_lowest_ev=5.952 e_lumo_ev=-5.3 total_charge=+1 smiles="Cc1cc(C)n(C)[n+](=O)n1" multiplicity=1 gap_ev=9.054
C -0.281 -0.826 0.560
C -0.228 0.125 -0.379
C 0.523 -0.866 1.683
C -1.042 0.060 -1.577
C 0.719 -1.988 2.551
C 0.981 2.038 -1.285
N 1.382 0.199 1.774
N 0.674 1.078 -0.265
N 1.484 1.199 1.013
O 2.171 2.157 1.190
H -1.170 -1.515 0.484
H -1.399 0.935 -1.836
H -1.812 -0.695 -1.429
H -0.371 -0.287 -2.525
H 0.197 -1.624 3.534
H 1.756 -2.286 2.709
H 0.270 -2.877 2.247
H 2.033 2.291 -1.165
H 0.818 1.407 -2.135
H 0.361 2.916 -1.354



Entry 6:
21
Properties=species:S:1:pos:R:3 method="wB97M-V/def2-TZVPD" total_energy_ev=-22715.5454 e_above_lowest_ev=3.697 e_lumo_ev=-4.7 total_charge=+1 smiles="C=C[N@@H+]1NC(C)=NC(=S)C1=C" multiplicity=1 gap_ev=7.389
C -1.473 -0.853 -0.683
C -2.210 0.098 0.078
C -0.613 1.748 0.052
C -1.841 -1.813 -1.514
C 0.991 -2.032 1.282
C 0.105 -1.130 0.958
C -0.230 3.191 0.023
N -1.808 1.334 0.423
N 0.332 0.830 -0.430
N -0.018 -0.616 -0.381
S -3.684 -0.446 0.501
H -1.040 -2.402 -1.978
H -2.864 -1.988 -1.951
H 1.002 -2.304 2.293
H 1.876 -2.307 0.646
H -0.534 -0.598 1.686
H 0.297 3.196 1.003
H -1.083 3.871 0.204
H 0.456 3.584 -0.796
H 1.353 0.873 -0.364
H 0.765 -1.054 -0.974



Entry 7:
49
Properties=species:S:1:pos:R:3 method="wB97M-V/def2-TZVPD" total_energy_ev=-52335.4915 e_above_lowest_ev=0.000 e_lumo_ev=-1.0 total_charge=0 multiplicity=1 gap_ev=6.844
Pd 0.206 0.849 -0.665
C 2.269 3.147 -0.191
O 0.902 2.804 -0.482
C -0.111 3.662 -0.111
C 0.096 4.999 0.172
C -0.993 5.796 0.496
C -2.272 5.261 0.533
C -2.473 3.919 0.258
C -1.393 3.109 -0.059
N -1.498 1.711 -0.318
N -2.646 1.201 -0.256
C -2.870 -0.117 -0.447
C -1.875 -1.105 -0.712
O -0.616 -0.911 -0.840
C -2.300 -2.474 -0.851
C -3.594 -2.827 -0.745
C -4.626 -1.864 -0.489
C -5.971 -2.257 -0.387
C -6.955 -1.333 -0.143
C -6.605 0.014 0.006
C -5.294 0.418 -0.090
C -4.270 -0.513 -0.339
H 2.366 3.387 0.866
H 2.569 3.981 -0.824
H 2.839 2.255 -0.428
H 1.090 5.419 0.142
H -0.834 6.843 0.719
H -3.116 5.889 0.785
H -3.459 3.480 0.296
H -1.520 -3.198 -1.043
H -3.880 -3.867 -0.854
H -6.216 -3.306 -0.506
H -7.989 -1.640 -0.065
H -7.375 0.750 0.198
H -5.040 1.461 0.025
Cl 3.733 -5.067 1.138
C 3.225 -3.521 0.515
C 3.229 -3.295 -0.861
C 2.820 -2.082 -1.361
C 2.390 -1.036 -0.518
O 2.026 0.102 -1.056
C 2.415 -1.279 0.879
C 2.075 -0.279 1.891
O 1.725 0.871 1.711
C 2.828 -2.526 1.370
H 3.548 -4.085 -1.529
H 2.805 -1.897 -2.427
H 2.174 -0.656 2.929
H 2.838 -2.696 2.440



Entry 8:
19
Properties=species:S:1:pos:R:3 method="wB97M-V/def2-TZVPD" total_energy_ev=-53068.7628 e_above_lowest_ev=0.000 e_lumo_ev="-17.6 / -18.4" total_charge=+4 multiplicity=3 gap_ev="6.341 / 7.290" s_squared=2.02
Al 1.535 -2.830 -0.567
Au -0.631 -0.700 -0.598
Cl 1.633 -0.552 0.162
Cl -0.605 -2.825 0.503
C -2.365 -0.933 -1.190
C 3.171 -2.715 -1.417
C 1.340 -4.576 -1.137
O -3.440 -1.088 -1.566
O 4.184 -2.635 -1.954
O 1.209 -5.658 -1.500
N -1.270 3.623 2.401
N -0.827 2.819 1.363
N -0.113 3.259 0.339
C 0.070 2.170 -0.431
N -0.524 1.104 0.138
N -1.086 1.526 1.258
H -1.839 3.225 3.161
H -1.045 4.629 2.409
H 0.602 2.157 -1.374



Entry 9:
23
Properties=species:S:1:pos:R:3 method="wB97M-V/def2-TZVPD" total_energy_ev=-9559.6941 e_above_lowest_ev=0.487 e_lumo_ev=1.0 total_charge=0 smiles=Cc1ccccc1.CC multiplicity=1 gap_ev=10.045
C -2.652 0.804 -2.174
C -1.166 1.089 -2.257
H -3.176 0.666 -3.119
H -2.879 -0.110 -1.620
H -3.109 1.591 -1.575
H -0.900 1.898 -1.627
H -0.723 1.382 -3.220
H -0.450 0.298 -2.030
C -1.589 -0.082 1.546
C 1.613 -1.565 0.089
C 2.479 -0.506 0.295
C 0.279 -1.459 0.460
C -0.180 -0.285 1.036
C 2.024 0.701 0.797
C 0.703 0.774 1.231
H 2.024 -2.484 -0.284
H 3.544 -0.640 0.141
H -0.424 -2.255 0.250
H 2.584 1.622 0.855
H -2.042 0.793 1.088
H -1.572 0.140 2.618
H 0.353 1.695 1.647
H -2.188 -0.977 1.466



Entry 10:
22
Properties=species:S:1:pos:R:3 method="wB97M-V/def2-TZVPD" total_energy_ev=-35692.9940 e_above_lowest_ev=1.978 e_lumo_ev="-2.0 / -2.0" total_charge=0 multiplicity=1 gap_ev="6.188 / 6.179"
C -1.520 1.618 1.752
C -1.233 2.812 1.223
C -1.027 0.456 1.167
C -0.589 2.852 0.022
C -0.364 0.354 -0.004
C -0.297 1.617 -0.682
C 1.286 0.567 -2.779
C 1.477 -2.888 0.739
N 0.183 -0.723 -0.560
O 0.004 -3.032 -1.346
O -1.157 -2.513 0.762
S 0.462 1.877 -2.301
S 0.003 -2.310 -0.126
H -2.012 1.582 2.658
H -1.602 3.676 1.590
H -0.997 -0.374 1.737
H -0.503 3.753 -0.513
H 1.422 0.361 -3.843
H 1.206 -0.482 -2.248
H 1.349 -2.821 1.887
H 1.505 -3.950 0.621
H 2.405 -2.432 0.245



Entry 11:
25
Properties=species:S:1:pos:R:3 method="wB97M-V/def2-TZVPD" total_energy_ev=-12074.8942 e_above_lowest_ev=2.639 e_lumo_ev=0.6 total_charge=0 smiles="C=C(/C=C(/C)N)C(C)(C)O" multiplicity=1 gap_ev=8.936
C 1.339 -0.285 0.305
C 2.281 -1.356 -0.242
C 1.591 0.032 1.779
C -2.023 1.622 -1.951
C -0.270 -1.020 0.209
C -1.313 0.965 -0.794
N -1.415 1.633 0.455
C -1.050 -0.379 -0.802
C -0.600 -2.009 1.021
O 1.398 0.828 -0.472
H 0.397 1.229 -0.616
H -1.851 2.543 0.406
H -1.808 1.073 1.201
H -1.130 -0.908 -1.744
H 3.308 -0.994 -0.160
H 2.191 -2.286 0.313
H 2.066 -1.535 -1.293
H 0.827 0.708 2.156
H 2.565 0.517 1.868
H 1.598 -0.869 2.387
H -3.080 1.779 -1.725
H -1.963 1.015 -2.851
H -1.576 2.596 -2.159
H -1.579 -2.462 0.982
H 0.097 -2.436 1.728



Entry 12:
11
Properties=species:S:1:pos:R:3 method="wB97M-V/def2-TZVPD" total_energy_ev=-6282.4433 e_above_lowest_ev=0.248 e_lumo_ev=4.7 total_charge=-1 multiplicity=1 gap_ev=7.436
C -0.012 0.672 0.425
O 0.420 -0.169 -0.527
C 0.322 2.175 0.114
H -1.129 0.611 0.541
H 0.381 0.490 1.452
H -0.430 2.799 0.596
H 1.269 2.433 0.578
H 0.210 2.315 -0.955
H -0.077 -1.695 -0.297
H -0.172 -2.961 0.585
O -0.670 -2.503 -0.107



Q: What is the multiplicity in the ninth record?
A: 1